Here is a molecular structure, C34H37GeHgN4 from the Open Molecules 2025 dataset. Energies are from the ωB97M-V functional and the def2-TZVPD basis.

## Properties
Expectation value of S² = 0.815
Spin multiplicity = 2
LUMO level (spin up / spin down) = -0.0029 / -0.0816 hartree
Electronic energy = -3767.01401 Ha
HOMO-LUMO gap (spin up / spin down) = 6.2 / 4.1 eV
Net charge = 0

```
77
Properties=species:S:1:pos:R:3:forces:R:3:lowdin_spin:R:1
H -1.031 -1.586 2.660 -0.011 -0.003 0.004 0.0000
H -1.725 1.264 3.169 0.040 0.021 -0.035 0.0000
H 1.744 3.734 0.184 -0.008 -0.008 -0.001 0.0000
H 0.023 -1.445 -3.373 0.004 -0.007 0.007 0.0000
N -0.253 2.258 -1.239 0.320 -0.039 -0.070 0.1161
C 2.900 0.141 4.754 -0.024 -0.096 0.079 -0.0001
C -1.824 -3.838 -1.864 -0.037 -0.030 -0.018 0.0002
C -4.355 3.222 -1.914 -0.022 0.067 -0.034 -0.0055
Ge 0.338 -2.397 -0.506 -0.249 0.152 -0.125 0.0020
H 2.927 -0.505 5.627 0.015 0.010 -0.005 0.0000
H -1.909 -1.292 4.136 0.000 0.050 0.017 0.0000
H -3.828 -1.278 2.940 0.037 -0.061 -0.008 0.0000
H 5.831 -3.843 -1.825 -0.004 -0.011 -0.002 0.0000
H -0.148 -3.324 0.638 0.062 0.008 -0.020 0.0002
H -1.499 -1.987 -5.224 0.002 0.006 0.005 0.0000
H -1.923 -4.373 -0.925 0.014 0.015 0.008 0.0000
H 1.710 -4.915 -1.452 -0.014 0.015 0.004 0.0000
H -4.276 1.141 -1.893 -0.006 0.006 0.000 0.0110
H 5.004 2.541 3.624 -0.002 -0.014 0.019 0.0000
H -2.068 -1.846 0.740 0.019 0.010 -0.019 -0.0002
C 2.045 3.244 -0.747 -0.013 0.070 0.017 0.0048
H 2.748 3.915 -1.249 0.021 -0.024 0.006 0.0003
H 4.760 0.961 5.363 0.000 -0.003 0.009 0.0000
C 1.332 0.660 2.805 0.109 0.109 -0.056 0.0000
H -3.317 -0.833 -1.122 0.002 -0.027 0.004 0.0036
H 3.780 2.112 -0.124 -0.002 -0.023 0.022 0.0002
H 2.771 1.297 -1.305 -0.012 0.020 0.004 0.0002
Hg 0.080 0.012 0.071 0.319 -0.146 0.292 0.0069
C 2.174 -2.871 -0.954 0.146 -0.122 -0.024 0.0009
H -0.625 0.584 4.340 0.006 -0.035 0.009 0.0000
C -2.699 -4.135 -2.904 0.020 0.022 -0.003 0.0000
H -4.309 0.084 0.020 -0.016 -0.035 0.019 0.0032
H -3.464 -4.890 -2.771 0.004 -0.001 0.011 0.0000
C -2.584 -3.470 -4.115 0.010 0.003 0.002 0.0000
H -3.773 -2.158 0.835 -0.014 0.020 0.030 -0.0001
C -0.982 0.471 3.313 -0.040 0.043 -0.009 0.0000
C -3.038 -0.789 2.365 -0.035 0.042 0.045 0.0003
H 3.799 2.795 1.718 0.005 -0.008 -0.006 0.0000
C 1.737 0.034 4.016 0.035 0.024 0.058 -0.0001
C 2.491 -4.166 -1.367 -0.005 0.025 -0.045 0.0001
C 4.810 -3.573 -1.583 -0.001 0.008 -0.005 0.0000
H -3.336 0.263 2.315 0.000 -0.002 0.006 0.0002
C -3.026 -1.368 0.941 -0.021 -0.065 -0.011 -0.0001
H -4.664 5.316 -1.840 0.006 0.008 0.006 0.0150
H 2.984 -0.934 -0.512 0.005 0.006 -0.012 0.0001
H 0.492 4.098 -1.977 0.032 0.019 0.010 0.0018
C -1.596 -2.506 -4.278 -0.024 -0.010 -0.018 0.0000
H 4.021 -5.526 -2.001 0.005 0.001 0.002 0.0000
C -0.829 -2.873 -2.008 -0.115 -0.106 0.006 0.0003
C -3.314 -0.343 -0.140 0.012 0.203 -0.069 0.0105
C -1.709 -0.877 3.146 0.002 -0.029 -0.032 0.0000
C 4.154 1.867 3.544 0.070 0.112 0.037 0.0000
C -0.735 -2.210 -3.233 0.033 0.032 0.015 0.0001
N 0.097 0.725 2.376 -0.212 -0.124 0.045 -0.0007
H 1.202 2.627 -2.610 0.047 0.018 0.012 0.0042
H -3.259 -3.702 -4.929 0.003 0.007 -0.002 0.0000
C 2.331 1.270 1.866 -0.019 0.111 0.142 0.0004
C -2.737 4.946 -1.034 -0.130 0.029 -0.013 -0.0062
C -2.527 1.798 -0.829 -0.348 0.200 -0.284 0.0038
H -2.661 6.004 -0.806 -0.009 0.000 -0.001 -0.0058
C -1.619 4.208 -0.796 0.096 -0.325 -0.009 0.2059
C -1.393 2.768 -0.981 -0.134 0.383 0.108 0.0021
H 5.301 -1.546 -1.081 0.000 -0.003 -0.002 0.0000
C -3.955 4.533 -1.604 0.035 -0.013 0.014 0.2789
N -2.314 0.726 -0.177 0.064 -0.286 0.168 0.1159
N 1.999 1.225 0.612 -0.109 0.060 -0.217 0.0068
C -3.761 2.041 -1.585 0.245 -0.121 0.157 0.2057
C 3.203 -1.938 -0.858 0.015 -0.004 0.061 0.0001
H 1.008 -0.651 4.430 -0.028 0.001 -0.033 0.0000
C 2.740 1.924 -0.405 0.026 -0.015 -0.090 0.0004
C 4.513 -2.284 -1.170 -0.015 0.020 0.006 0.0000
C 3.431 2.021 2.378 -0.004 -0.099 -0.008 0.0002
H -0.762 4.735 -0.395 -0.001 0.012 -0.014 0.0094
C 0.853 3.107 -1.690 -0.145 -0.129 -0.029 0.0127
C 3.996 0.978 4.597 -0.070 0.034 -0.123 -0.0001
C 3.795 -4.516 -1.681 0.010 0.000 -0.008 0.0000
H -5.295 3.135 -2.448 0.003 0.022 -0.004 -0.0057
```
Positions in Å, forces in eV/Å.